Below is a structure of composition C7H13F6MnN4O6S2SbSe4, with properties calculated with ωB97M-V/def2-TZVPD.

<S²>: 8.827
E_HOMO (alpha / beta): -8.38 / -8.14 eV
molar mass: 919.86 g/mol
LUMO (alpha / beta): -1.7 / -2.6 eV
orbital gap (alpha / beta): 6.7 / 5.5 eV
max |F|: 0.143 Eh/bohr

Geometry as ORCA input:
```
! RIJCOSX wB97M-V def2-TZVPD def2/J DEFGRID3
* xyz 0 6
Mn -0.63 -1.77 -0.14
F 1.62 -4.58 1.92
C 0.34 -4.78 2.05
F -0.08 -5.80 1.32
F 0.06 -5.00 3.32
S -0.78 -3.30 1.56
O -1.38 -3.54 0.20
O -1.77 -3.30 2.60
N 0.05 -1.80 1.67
S -1.24 -0.71 1.81
O -2.28 -1.09 0.75
O -0.77 0.63 1.67
C -2.00 -0.70 3.57
F -3.21 -1.21 3.61
F -1.17 -1.30 4.40
F -2.07 0.58 3.92
O 1.10 -2.99 -0.22
O 1.26 -3.82 -1.20
Se 0.86 -2.82 -5.80
Sb -0.20 -1.08 -4.44
Se -2.00 0.09 -5.61
Se 1.42 0.58 -5.11
Se -0.48 -1.72 -2.12
C -1.47 1.75 -1.86
N -0.47 2.32 -0.97
C -0.82 3.58 -0.33
C 0.59 1.59 -0.57
N 0.70 0.31 -0.80
N 1.60 2.29 0.06
C 2.56 1.57 0.88
C 2.06 3.58 -0.44
H -2.34 2.41 -1.88
H -1.81 0.78 -1.50
H -1.09 1.66 -2.87
H -1.88 3.55 -0.05
H -0.67 4.43 -0.99
H -0.24 3.72 0.58
H 1.63 -0.03 -0.58
H 3.38 1.15 0.28
H 2.06 0.78 1.42
H 2.98 2.27 1.60
H 1.49 3.86 -1.32
H 3.11 3.50 -0.73
H 1.97 4.36 0.32
*
```

For reference, the Mulliken charges in units of e are: Mn 0.01; F -0.17; C 0.67; F -0.19; F -0.18; S 1.42; O -0.56; O -0.64; N -0.32; S 1.31; O -0.64; O -0.48; C 0.59; F -0.17; F -0.20; F -0.19; O -0.09; O -0.40; Se -0.22; Sb 0.73; Se -0.32; Se -0.41; Se 0.33; C -0.87; N 0.37; C -1.32; C -0.10; N 0.04; N 0.29; C -1.26; C -1.23; H 0.34; H 0.21; H 0.19; H 0.45; H 0.36; H 0.40; H 0.07; H 0.39; H 0.28; H 0.39; H 0.38; H 0.40; H 0.33



Below is a cluster of 2 separate species, C9H14 in total, with properties calculated with ωB97M-V/def2-TZVPD.

SMILES string: Cc1ccccc1.CC
E_HOMO: -9.03 eV
molar mass: 122.21 g/mol
LUMO: 1.0 eV
orbital gap: 10.0 eV
max |F|: 0.115 Eh/bohr
relative energy (zero: lowest compared OMol25 entry of this formula, charge and spin): 233.88 kJ/mol

Geometry as ORCA input:
```
! RIJCOSX wB97M-V def2-TZVPD def2/J DEFGRID3
* xyz 0 1
C 0.59 -0.61 -1.09
C -0.60 0.41 -0.92
C -0.44 1.11 0.22
C -1.58 1.77 0.64
C -2.81 1.59 0.12
C -2.91 1.01 -1.18
C -1.76 0.46 -1.72
H 0.85 -0.88 0.03
H 1.47 -0.16 -1.67
H 0.41 -1.45 -1.77
H 0.39 1.07 1.00
H -1.45 2.52 1.41
H -3.68 1.94 0.66
H -3.82 0.97 -1.84
H -1.74 -0.27 -2.61
C 3.68 -2.48 0.93
C 3.45 -1.76 2.24
H 3.76 -3.46 0.93
H 2.99 -2.25 0.08
H 4.73 -2.15 0.54
H 2.64 -1.10 2.17
H 3.18 -2.45 2.97
H 4.49 -1.23 2.51
*
```

For reference, the Mulliken charges in units of e are: C -0.97; C 1.04; C -0.66; C -0.25; C -0.61; C -0.16; C -0.60; H 0.11; H 0.27; H 0.39; H 0.17; H 0.34; H 0.37; H 0.30; H 0.23; C -0.72; C -0.61; H 0.39; H 0.11; H 0.21; H 0.12; H 0.28; H 0.23